208
Properties=species:S:1:pos:R:3 method="wB97M-V/def2-TZVPD" homo_ha=-0.2948 fmax_ev_per_a=2.80 smiles=CC1(C)CCCC(C)(C)N1O.COC[C@H](C)N.COC[C@H](C)N.COCCNCCOC.COCCNCCOC.COCCNCCOC.COCCNCCOC.COCCNCCOC.COCCNCCOC homo_lumo_gap_ev=8.5 e_above_lowest_kcal_mol=0.0 energy_ev=-101194.8867
C 7.043 2.072 3.117
C 6.981 3.570 2.757
C 8.227 4.039 2.020
C 5.790 3.689 1.739
C 4.449 3.707 2.480
C 4.470 4.977 3.314
C 5.489 4.979 4.440
C 5.680 6.394 4.961
C 4.954 3.981 5.517
N 6.758 4.479 3.902
O 7.715 4.253 4.901
H 7.264 1.451 2.254
H 7.780 1.936 3.912
H 6.099 1.803 3.592
H 8.436 3.533 1.074
H 8.084 5.065 1.666
H 9.109 4.038 2.661
H 5.858 4.575 1.107
H 5.839 2.770 1.153
H 3.645 3.772 1.746
H 4.356 2.765 3.020
H 3.451 5.210 3.641
H 4.569 5.778 2.570
H 4.751 6.828 5.338
H 5.962 7.003 4.098
H 6.416 6.562 5.748
H 3.926 3.669 5.348
H 5.134 4.204 6.572
H 5.577 3.082 5.462
H 8.215 5.074 4.987
C 1.951 2.231 -5.120
O 0.699 1.814 -5.588
C 0.406 0.520 -5.070
C -0.681 -0.118 -5.895
C -2.002 0.628 -5.786
N -0.888 -1.520 -5.565
H 2.779 1.539 -5.295
H 1.935 2.573 -4.077
H 2.304 3.159 -5.584
H 1.294 -0.119 -4.971
H 0.155 0.592 -4.002
H -0.287 -0.007 -6.914
H -2.525 0.461 -4.843
H -2.686 0.401 -6.608
H -1.873 1.709 -5.886
H 0.018 -1.969 -5.441
H -1.380 -2.101 -6.225
C 1.266 -5.486 -5.757
O 1.734 -4.205 -5.321
C 2.725 -4.427 -4.295
C 3.111 -3.060 -3.717
C 3.797 -2.143 -4.734
N 4.084 -3.407 -2.690
H 2.110 -6.139 -5.969
H 0.562 -5.338 -6.576
H 0.572 -5.830 -4.979
H 2.261 -5.060 -3.534
H 3.542 -4.870 -4.871
H 2.264 -2.489 -3.321
H 4.859 -2.333 -4.870
H 3.493 -1.135 -4.445
H 3.331 -2.268 -5.716
H 4.415 -2.588 -2.190
H 3.753 -4.053 -1.983
C -3.633 -3.015 -5.506
O -4.628 -3.814 -4.893
C -5.850 -3.860 -5.646
C -7.003 -4.281 -4.758
N -7.667 -3.151 -4.142
C -6.916 -2.563 -3.070
C -7.684 -1.461 -2.307
O -8.994 -1.858 -2.008
C -9.793 -0.795 -1.542
H -3.642 -2.020 -5.049
H -3.798 -2.900 -6.581
H -2.647 -3.437 -5.319
H -5.652 -4.696 -6.332
H -6.026 -2.894 -6.121
H -6.809 -5.110 -4.067
H -7.671 -4.708 -5.516
H -8.623 -3.350 -3.882
H -6.011 -2.102 -3.475
H -6.535 -3.320 -2.366
H -7.629 -0.545 -2.916
H -7.225 -1.092 -1.376
H -9.556 -0.651 -0.481
H -10.846 -1.066 -1.605
H -9.703 0.173 -2.043
C -7.449 3.713 -3.941
O -6.643 4.503 -3.106
C -7.233 4.649 -1.818
C -6.230 5.263 -0.855
N -5.041 4.402 -0.850
C -3.813 5.036 -0.431
C -2.626 4.098 -0.600
O -1.862 4.422 -1.733
C -1.122 3.311 -2.174
H -7.920 2.818 -3.514
H -6.735 3.395 -4.707
H -8.318 4.216 -4.388
H -7.596 3.717 -1.378
H -8.058 5.372 -1.836
H -6.667 5.227 0.144
H -6.039 6.282 -1.214
H -4.984 3.979 -1.766
H -3.828 5.466 0.571
H -3.562 5.896 -1.074
H -3.069 3.094 -0.685
H -2.040 4.029 0.326
H -0.530 3.598 -3.043
H -1.787 2.517 -2.544
H -0.490 2.858 -1.405
C -2.331 0.583 12.640
O -3.170 0.231 11.576
C -3.525 1.277 10.676
C -3.390 0.754 9.230
N -2.052 1.040 8.717
C -1.931 0.584 7.337
C -0.453 0.795 6.932
O -0.257 0.372 5.581
C -0.492 1.328 4.579
H -1.422 1.119 12.329
H -1.971 -0.373 13.019
H -2.753 1.218 13.425
H -2.912 2.157 10.886
H -4.545 1.634 10.851
H -4.010 1.370 8.571
H -3.668 -0.304 9.161
H -1.394 0.523 9.294
H -2.625 1.038 6.630
H -2.097 -0.500 7.274
H 0.174 0.096 7.488
H -0.005 1.792 6.963
H 0.044 2.280 4.607
H -1.579 1.475 4.669
H -0.380 0.898 3.584
C 4.039 0.297 -0.243
O 3.025 1.048 0.367
C 1.940 0.255 0.840
C 0.945 -0.079 -0.269
N 0.092 -1.256 0.021
C -0.337 -2.009 -1.164
C -1.410 -1.256 -1.978
O -2.509 -0.792 -1.195
C -3.665 -0.630 -1.985
H 3.701 0.025 -1.252
H 4.324 -0.627 0.272
H 4.949 0.886 -0.358
H 1.360 0.835 1.553
H 2.321 -0.681 1.256
H 1.397 -0.150 -1.260
H 0.224 0.746 -0.334
H -0.683 -0.977 0.605
H -0.792 -2.850 -0.632
H 0.558 -2.281 -1.717
H -1.775 -1.862 -2.810
H -0.951 -0.348 -2.382
H -4.583 -0.436 -1.432
H -3.887 -1.479 -2.641
H -3.516 0.234 -2.646
C 12.584 -2.810 -4.435
O 11.755 -3.158 -3.356
C 11.068 -2.061 -2.765
C 10.371 -2.630 -1.515
N 9.301 -3.568 -1.861
C 8.296 -3.039 -2.781
C 7.602 -1.766 -2.239
O 8.180 -0.645 -2.843
C 7.388 0.532 -2.798
H 12.011 -2.386 -5.270
H 13.112 -3.679 -4.820
H 13.279 -2.032 -4.100
H 10.429 -1.643 -3.544
H 11.761 -1.253 -2.492
H 10.068 -1.758 -0.934
H 11.205 -3.086 -0.983
H 9.668 -4.397 -2.309
H 7.582 -3.837 -2.995
H 8.740 -2.834 -3.762
H 7.617 -1.708 -1.145
H 6.567 -1.834 -2.604
H 6.399 0.328 -3.214
H 7.873 1.396 -3.246
H 7.401 0.789 -1.730
C -8.313 -5.068 3.584
O -7.544 -5.442 4.714
C -6.165 -5.121 4.620
C -5.794 -3.672 4.832
N -5.979 -2.756 3.718
C -5.114 -3.070 2.585
C -4.951 -1.808 1.738
O -4.271 -0.804 2.480
C -4.321 0.469 1.902
H -8.278 -3.978 3.467
H -9.349 -5.227 3.882
H -8.015 -5.525 2.640
H -5.606 -5.695 3.872
H -5.773 -5.624 5.513
H -4.712 -3.752 5.038
H -6.271 -3.324 5.747
H -5.734 -1.805 3.967
H -5.521 -3.859 1.953
H -4.118 -3.361 2.951
H -5.988 -1.514 1.526
H -4.426 -1.928 0.788
H -5.386 0.730 1.846
H -3.840 0.547 0.919
H -3.757 1.108 2.583

---

18
Properties=species:S:1:pos:R:3 method="wB97M-V/def2-TZVPD" homo_ha=-0.2787 fmax_ev_per_a=0.35 homo_lumo_gap_ev=8.5 e_above_lowest_kcal_mol=85.9 energy_ev=-9804.2744
C 1.769 1.304 -0.588
C 0.807 -1.210 0.789
C -0.066 -0.072 0.276
O -0.717 0.492 1.413
N 0.406 0.834 -0.676
H -0.843 1.419 1.162
H 2.527 0.510 -0.700
H 1.993 1.830 0.354
H 1.942 2.021 -1.394
H 1.233 -1.772 -0.045
H 1.627 -0.791 1.371
H 0.242 -1.882 1.436
N -2.582 -0.480 -0.376
N -1.198 -0.644 -0.702
H -2.647 -0.534 0.641
H -2.812 0.479 -0.617
H -1.033 -1.619 -0.941
H -0.646 0.116 -1.404

---

13
Properties=species:S:1:pos:R:3 method="wB97M-V/def2-TZVPD" charge=+1 homo_ha=-0.5590 fmax_ev_per_a=6.25 homo_lumo_gap_ev=11.0 e_above_lowest_kcal_mol=109.8 energy_ev=-9610.2538
C -0.666 -0.084 -0.158
C -0.837 -0.298 1.251
N 1.663 1.819 -0.179
N 1.677 0.692 -0.156
N -1.185 -1.294 0.114
N 1.484 -0.468 -0.180
N -0.625 0.773 -1.139
H 0.062 -0.303 1.970
H -1.676 0.076 1.648
H -0.822 -2.199 -0.198
H 2.354 -0.966 0.028
H -0.212 1.680 -1.095
H -1.218 0.570 -1.907